The following is a quantum chemistry calculation of a single C18H22N2O5 molecule in a non-equilibrium geometry, from OMol25.

XYZ file:
```
47
Properties=species:S:1:pos:R:3:forces:R:3
H -1.5009 3.4816 -1.0565 0.0 0.1 -0.1
O 3.2216 -3.3739 -0.6948 0.3 -0.1 -0.1
C -0.8353 0.2521 1.8435 0.1 0.0 -0.1
C -3.1079 -1.3228 -0.2917 0.2 -0.1 0.0
H -0.7824 3.3627 0.5482 0.1 0.1 0.1
H -4.4394 -0.7197 1.3509 0.0 0.0 0.1
H -5.1186 -1.9516 0.2933 0.0 0.0 0.0
H 5.2168 2.8708 -1.7990 0.1 -0.1 0.1
C -4.4827 -0.3749 -1.9575 0.0 0.0 0.0
N 2.1298 -3.1117 -0.2424 0.1 -0.3 -0.1
C -5.0760 0.0249 -0.6060 -0.3 0.0 0.1
C 1.8655 -1.7309 0.1054 -0.3 1.2 0.3
C 2.8025 -0.7616 -0.2207 0.0 -0.1 0.0
C 1.3437 0.8927 0.7496 0.1 -0.1 -0.1
C 5.6086 2.1936 -1.0374 0.2 0.4 -0.1
H 3.7172 -1.0400 -0.7206 0.0 0.0 0.0
H -2.2641 -0.5702 -2.1837 0.0 0.0 0.0
C 0.4107 -0.0862 1.0672 0.3 0.0 0.1
H -0.8473 1.1385 -0.6268 -0.1 0.1 0.1
N -1.7519 1.0113 1.2176 -0.4 0.2 0.1
C 2.5354 0.5606 0.1096 -0.2 -0.2 0.1
O 4.6388 1.2085 -0.7081 -0.1 -0.4 0.0
O -0.9908 -0.1524 2.9775 0.0 -0.2 0.3
H 6.4736 1.6535 -1.4126 -0.1 0.0 0.0
C -2.9624 1.1323 -0.9688 0.4 -0.1 0.0
C -3.0373 -0.3285 -1.4546 0.2 0.0 -0.2
H -4.7896 -1.3677 -2.2795 0.0 -0.1 0.0
C -4.4991 -1.0552 0.3161 -0.1 0.0 0.1
C -1.7371 1.5381 -0.1284 0.0 0.3 -0.4
H -2.8979 1.7528 -1.8692 0.0 0.0 0.0
O 1.2397 -3.9124 -0.0662 -0.2 -0.3 0.1
C 3.4878 1.6621 -0.2101 -0.1 0.2 0.0
C -1.6319 3.0658 -0.0617 0.2 -0.3 -0.1
H -4.2991 1.5421 0.7498 -0.1 0.1 0.1
H -4.6907 0.3438 -2.7481 0.0 0.1 -0.1
H -2.3069 -1.1965 0.4289 0.0 -0.1 0.0
H -2.5635 1.2374 1.7773 0.1 -0.1 0.1
H -0.0150 -2.1976 1.0118 0.0 0.0 0.0
C 0.6796 -1.4116 0.7546 0.1 -0.1 -0.1
H 5.8721 2.7758 -0.1523 0.0 -0.1 -0.1
H -2.5342 3.4872 0.3746 -0.1 0.1 0.1
H -4.8707 2.1838 -0.7843 0.0 0.0 0.1
H -3.0418 -2.3392 -0.6817 0.0 0.0 0.0
C -4.3498 1.3455 -0.3203 -0.1 0.1 -0.1
H -6.1608 0.1071 -0.5596 0.0 0.0 0.0
H 1.1706 1.9285 1.0011 0.0 0.1 0.0
O 3.2406 2.8295 -0.0390 0.1 -0.1 0.0
```
Forces are in eV/Å.

Output
SMILES: COC(=O)c1cc(C(=O)N[C@H](C)[C@@H]2C[C@@H]3CC[C@H]2C3)cc([N+](=O)[O-])c1
Net charge: 0

How is the electron density shared among the atoms? According to Löwdin, the charges in e are: H 0.08; O 0.09; C -0.47; C -0.13; H 0.07; H 0.11; H 0.11; H 0.10; C -0.11; N -0.36; C -0.29; C -0.11; C 0.08; C 0.06; C -0.04; H 0.13; H 0.14; C -0.11; H 0.14; N 0.12; C -0.08; O -0.03; O 0.09; H 0.10; C -0.23; C -0.26; H 0.12; C -0.13; C -0.32; H 0.14; O 0.09; C -0.46; C -0.03; H 0.10; H 0.12; H 0.08; H 0.15; H 0.13; C 0.08; H 0.10; H 0.08; H 0.12; H 0.12; C -0.10; H 0.14; H 0.13; O 0.12

The following is a quantum chemistry calculation of a single C18H22N2OS molecule, from OMol25.

XYZ file:
```
44
Properties=species:S:1:pos:R:3:forces:R:3
C 3.8984 -0.2842 1.5715 -0.2 0.3 0.4
H 1.2537 0.4354 2.3149 0.0 -0.1 -0.1
H 3.0388 -2.4390 3.2410 0.0 0.0 -0.1
H -2.2556 -1.2499 -6.1734 0.0 0.0 0.0
H -0.9121 -0.7745 -2.8978 0.0 -0.1 0.0
H 2.9444 1.4898 0.8305 0.0 0.0 -0.1
H 4.8700 -0.0752 1.1236 0.0 -0.1 0.0
H 0.6689 0.1103 6.7348 0.0 0.0 0.1
H 1.3072 -3.5231 4.5817 0.0 -0.1 0.0
C 0.8673 -1.7761 5.7387 -0.1 0.0 0.1
H 2.3906 1.2188 5.3548 0.0 0.1 0.0
C 2.1417 0.1809 5.1925 0.1 0.0 -0.1
C -2.3606 0.7240 -3.4948 0.1 0.2 0.2
C -2.8422 2.3216 -1.7377 0.0 0.0 0.0
H -0.8902 -0.9961 -5.0879 0.0 -0.1 0.0
C 1.5366 -2.4819 4.7534 0.0 -0.1 0.0
C 2.8023 -0.5264 4.1943 0.2 0.1 -0.2
H -3.5520 0.3358 -6.5809 0.0 0.0 0.0
C 1.3943 0.0596 1.2971 0.2 -0.1 0.0
C -1.2455 0.5942 -1.3353 -0.4 0.1 -0.3
C -3.0479 1.8512 -3.0197 -0.1 0.0 -0.1
O -0.0497 -1.3374 -0.6236 0.0 -0.2 -0.2
H 0.1092 -2.2630 6.3333 -0.1 0.0 0.0
H 0.2496 1.6045 0.4344 -0.1 -0.1 -0.1
H -2.3453 -1.8292 -4.5021 0.0 0.0 0.0
N 0.3647 0.6044 0.4474 0.0 0.3 0.1
C -1.4639 0.1060 -2.6144 0.1 -0.1 0.1
S 4.0565 0.3424 3.2824 0.1 -0.1 -0.1
H 3.7479 -1.3608 1.6014 0.1 -0.1 -0.1
H -3.4015 3.1820 -1.3989 0.0 0.0 0.0
H -1.8254 2.0750 0.1267 0.0 0.0 0.1
H 2.8697 0.0951 -0.2586 0.0 0.0 0.0
C -1.9807 -1.0215 -5.1463 0.1 0.0 0.1
H 1.2568 -1.0249 1.2939 0.0 0.1 0.1
H -3.4217 1.8819 -5.7483 -0.1 0.0 0.0
C 2.7956 0.4080 0.7864 -0.1 -0.2 0.0
N -2.5344 0.2593 -4.7749 0.0 -0.1 -0.3
H -3.7605 2.3637 -3.6444 -0.1 0.0 -0.1
H -4.5756 0.6576 -5.1717 0.0 0.0 0.0
C 2.5104 -1.8665 3.9881 0.0 0.0 0.0
C -3.5786 0.8108 -5.6028 0.0 0.1 0.1
C 1.1801 -0.4452 5.9625 0.0 0.0 0.1
C -1.9436 1.7101 -0.8825 0.1 -0.1 0.0
C -0.2680 -0.1473 -0.4894 0.1 0.1 0.3
```
Forces are in eV/Å.

Output
SMILES: CN(C)c1cccc(C(=O)NCCCSc2ccccc2)c1
Net charge: 0

How is the electron density shared among the atoms? According to Löwdin, the charges in e are: C -0.46; H 0.11; H 0.10; H 0.08; H 0.10; H 0.11; H 0.07; H 0.10; H 0.10; C -0.09; H 0.10; C -0.12; C -0.22; C -0.08; H 0.09; C -0.08; C -0.56; H 0.08; C -0.19; C -0.14; C -0.03; O 0.07; H 0.10; H 0.13; H 0.10; N 0.06; C 0.04; S 0.93; H 0.07; H 0.10; H 0.10; H 0.12; C -0.07; H 0.12; H 0.09; C -0.24; N -0.20; H 0.09; H 0.09; C -0.11; C -0.07; C -0.09; C -0.06; C -0.45

no.,frontier orbital gap (eV),E (hartree),HOMO level (eV)
1,9.02,-1184.7647,-9.758
2,8.55,-1282.0563,-7.736